# C5H11N2S

A cluster of 2 separate species, C5H11N2S in total in a non-equilibrium geometry (the ωB97M-V functional and the def2-TZVPD basis, the OMol25 dataset).

```
19
Properties=species:S:1:pos:R:3:mulliken_charge:R:1
C 0.5017 0.1667 2.2172 -0.138
C -0.7974 -0.5505 2.2081 -0.484
C 0.7739 -0.8564 0.2876 0.751
C 1.5637 -1.2768 -0.8654 -1.104
C -1.3175 0.9293 -1.7553 -0.768
N 1.2731 -0.0239 1.2162 -0.408
N -0.1314 1.3628 -1.0461 -0.435
S -0.7771 -1.4885 0.6597 0.030
H 0.7901 0.8233 3.0237 0.442
H -0.9121 -1.2237 3.0604 0.433
H -1.6497 0.1324 2.2228 0.345
H 0.9416 -1.6791 -1.6601 0.346
H 2.2656 -2.0563 -0.5536 0.356
H 2.1661 -0.4439 -1.2219 0.327
H -1.0295 0.4512 -2.6900 0.295
H -1.8500 0.1894 -1.1416 0.225
H -2.0162 1.7415 -1.9783 0.342
H -0.3490 2.0313 -0.3150 0.206
H 0.5543 1.7715 -1.6684 0.240
```

Output
relative energy (zero: lowest compared OMol25 entry of this formula, charge and spin) = 155.9 kJ/mol
electronic energy = -19171.26986 eV
charge = +1
frontier orbital gap (alpha / beta) = 7.7 / 7.7 eV

---

# C5H11N2S

A cluster of 2 separate species, C5H11N2S in total in a non-equilibrium geometry (the ωB97M-V functional and the def2-TZVPD basis, the OMol25 dataset).

```
19
Properties=species:S:1:pos:R:3:mulliken_charge:R:1
C 1.2499 -2.1532 -2.6214 -0.496
C 1.4100 -1.1282 -1.7700 -0.221
C 0.4897 0.8447 1.5458 -0.414
C 0.1603 0.5970 0.0933 0.488
C -1.4642 2.5262 0.6973 -0.750
N -0.4472 1.5383 0.6981 0.099
N -0.7556 -1.4432 0.2340 -0.771
S 0.3745 0.2909 -1.5534 -0.103
H 2.1483 -2.9367 -2.7467 0.212
H 0.4006 -2.3922 -3.0625 0.380
H 2.4328 -0.9542 -1.2995 0.265
H 0.1327 0.2166 2.3173 0.246
H 1.3476 1.4374 1.8563 0.245
H -1.9881 2.4807 1.6104 0.336
H -0.9812 3.5524 0.6881 0.323
H -2.0637 2.4624 -0.1676 0.321
H -0.0725 -2.2835 0.3989 0.321
H -1.2471 -1.8401 -0.5164 0.271
H -1.5031 -1.6053 0.8716 0.247
```

Output
relative energy (zero: lowest compared OMol25 entry of this formula, charge and spin) = 450.1 kJ/mol
electronic energy = -19168.22103 eV
charge = +1
frontier orbital gap = 9.8 eV

---

# C5H11N2S

The ion C5H11N2S with charge +1 in a non-equilibrium geometry (the ωB97M-V functional and the def2-TZVPD basis, the OMol25 dataset).

```
19
Properties=species:S:1:pos:R:3:mulliken_charge:R:1
C -0.2213 0.3005 -1.5840 0.619
C 1.3946 0.9597 0.0340 -0.742
C 2.2478 1.1090 -1.2432 -0.379
C -0.8408 -1.4693 1.3038 -0.982
C -0.8800 -0.0174 0.8536 -0.781
N 0.1118 0.3037 -0.2303 0.165
N -1.4435 -0.0200 -2.0726 -0.427
S 0.9875 1.0836 -2.5099 -0.116
H 1.8344 0.3370 0.7758 0.390
H 1.2305 1.8793 0.5785 0.361
H 2.7408 2.1175 -1.3853 0.337
H 3.0003 0.3443 -1.2795 0.347
H 0.0495 -1.7890 1.8403 0.325
H -1.6289 -1.6609 1.9667 0.401
H -0.9731 -2.1592 0.4048 0.260
H -1.9413 0.3773 0.4817 0.391
H -0.6747 0.6152 1.6771 0.316
H -2.2492 -0.2647 -1.3812 0.257
H -1.5790 0.2897 -3.0773 0.258
```

Output
relative energy (zero: lowest compared OMol25 entry of this formula, charge and spin) = 68.3 kJ/mol
electronic energy = -19172.17845 eV
charge = +1
frontier orbital gap = 10.3 eV

---

# C5H11N2S

The ion C5H11N2S with charge +1 in a non-equilibrium geometry (the ωB97M-V functional and the def2-TZVPD basis, the OMol25 dataset).

```
19
Properties=species:S:1:pos:R:3:mulliken_charge:R:1
C -0.4556 0.2516 -0.1374 0.457
C 1.3969 -0.7665 1.4607 -0.620
C 1.2388 0.9171 1.2563 -0.587
C 0.0872 -1.3131 1.0995 -0.480
C -1.6393 0.8692 -2.1188 -0.968
N 0.3682 1.1782 0.1258 -0.149
N -1.2992 -0.0142 -1.0636 -0.171
S 0.0869 -2.8165 0.2193 0.039
H 2.1410 -1.2343 0.8099 0.340
H 1.6796 -1.0106 2.4541 0.323
H 0.7722 1.4824 2.1323 0.290
H 2.1517 1.4616 0.9850 0.370
H -0.6432 -1.2259 1.8330 0.492
H -0.8503 1.5440 -2.3457 0.373
H -2.5296 1.4837 -1.8993 0.322
H -1.9672 0.2424 -2.9393 0.305
H 0.4444 2.0465 -0.3743 0.211
H -2.0673 -0.6600 -0.9438 0.272
H 1.0847 -2.4357 -0.5538 0.181
```

Output
expectation value of S² = 2.007
multiplicity = 3
relative energy (zero: lowest compared OMol25 entry of this formula, charge and spin) = 174.2 kJ/mol
electronic energy = -19166.47573 eV
charge = +1
frontier orbital gap (alpha / beta) = 6.8 / 6.9 eV

---

- Among the records above, which one has the lowest electronic energy?
  number 3

---

- Among the records above, which one has the highest relative energy (zero: lowest compared OMol25 entry of this formula, charge and spin)?
  number 2